Entry 1:
# C29H55Br2FIN19O13S2

A 9-piece molecular cluster, C29H55Br2FIN19O13S2 overall at a distorted geometry (ωB97M-V/def2-TZVPD, the Open Molecules 2025 dataset).

Each line ends with the Mulliken charge.
Positions of all 122 atoms, in Å:
C1 -1.783135 -1.089495 2.487372  -1.357
C2 -0.970337 -2.274880 2.024042  1.410
C3 -1.390672 -3.524688 2.465890  -0.766
C4 -0.724084 -4.701764 2.155773  -0.584
C5 0.419015 -4.591391 1.381778  -1.210
C6 0.852786 -3.354186 0.934299  -1.376
C7 0.177310 -2.169897 1.221686  0.763
C8 0.793416 -0.862590 0.697157  -1.221
C9 -0.039652 -0.065563 -0.393374  -0.277
Br1 -0.717788 1.488394 0.684255  -0.072
O1 -1.043652 -0.936955 -0.806180  0.079
S1 -2.295584 -0.542635 -1.807762  0.276
O2 -3.021868 0.545768 -1.219331  -0.497
O3 -1.558276 0.195560 -3.083621  -0.369
C10 -0.413365 -0.432563 -3.679811  0.185
C11 -0.840728 -1.773623 -4.282217  -1.088
C12 -2.064154 -1.515132 -5.220138  -0.811
C13 -1.982755 -2.349350 -6.503849  -1.094
C14 -1.041923 -1.721252 -7.525690  -0.537
S2 -1.130163 -2.788307 -9.007850  -0.195
C15 0.177885 -2.227424 -10.003043  0.502
N1 1.081102 -2.997941 -10.506635  -0.280
N2 1.905847 -2.213130 -11.283714  -0.370
C16 1.437110 -1.013388 -11.184496  0.025
O4 0.357692 -0.930139 -10.407360  -0.261
C17 0.908873 -0.358169 -2.826810  -1.266
Br2 2.302244 0.218032 -4.114902  0.069
I1 1.574688 -2.396858 -2.380188  0.266
C18 0.862822 0.576190 -1.583980  2.056
N3 0.229968 1.862330 -1.899248  -0.235
C19 0.219557 2.396989 -2.987637  0.751
O5 0.142170 2.988999 -3.985760  -0.555
C20 2.237276 0.959472 -0.955558  0.319
C21 2.923223 2.210045 -1.508188  -2.018
F1 3.142900 -0.096265 -1.019162  -0.429
H1 -1.190355 -0.292616 2.930409  0.270
H2 -2.300518 -0.654526 1.626119  0.218
H3 -2.571013 -1.420113 3.160359  0.441
H4 -2.261301 -3.595444 3.109070  0.440
H5 -1.050006 -5.658490 2.529933  0.355
H6 0.992597 -5.476917 1.135313  0.401
H7 1.773110 -3.347642 0.365653  0.597
H8 1.759522 -1.171638 0.307755  0.776
H9 0.962358 -0.232418 1.566036  0.394
H10 -0.209095 0.191687 -4.550071  0.779
H11 -0.078491 -2.184327 -4.939776  0.563
H12 -1.188970 -2.496064 -3.547545  0.395
H13 -2.080672 -0.466401 -5.533588  0.377
H14 -3.009963 -1.687947 -4.708124  0.423
H15 -1.724284 -3.389200 -6.292559  0.412
H16 -2.976851 -2.368841 -6.963073  0.523
H17 -0.013332 -1.670147 -7.164418  0.362
H18 -1.375841 -0.726838 -7.815945  0.378
H19 1.881655 -0.183426 -11.706723  0.422
H20 2.096531 1.172751 0.104373  0.437
H21 3.974498 2.145756 -1.243842  0.650
H22 2.840925 2.362673 -2.578621  0.306
H23 2.542522 3.079735 -0.971029  0.277
C22 -2.837985 2.026619 5.291685  0.666
O6 -2.875093 0.813925 5.415739  -0.643
N4 -2.890633 2.882677 6.351392  -0.342
N5 -2.741944 2.634993 4.066987  -0.259
H24 -2.869501 3.881886 6.263217  0.095
H25 -2.968388 2.479338 7.265550  0.198
H26 -2.703125 2.040640 3.260067  0.124
H27 -2.711869 3.628852 3.943870  0.158
C23 -1.182652 6.390281 -1.066220  0.578
O7 -1.133937 7.471188 -0.505499  -0.666
N6 -0.816636 5.226348 -0.450103  -0.235
N7 -1.606493 6.253080 -2.360068  -0.321
H28 -0.849983 4.323240 -0.887835  0.101
H29 -0.500939 5.291345 0.499037  0.157
H30 -1.882392 7.087673 -2.841769  0.197
H31 -1.654310 5.374024 -2.839397  0.157
C24 6.637111 3.887357 -2.167629  0.704
O8 5.727941 3.462706 -1.474154  -0.607
N8 6.857956 3.443294 -3.439678  -0.382
N9 7.498222 4.851714 -1.724574  -0.472
H32 7.597444 3.780724 -4.025821  0.171
H33 6.239544 2.737033 -3.792490  0.193
H34 7.359291 5.198233 -0.793320  0.207
H35 8.249489 5.222969 -2.275171  0.187
C25 -4.983550 6.014940 6.008394  0.689
O9 -4.686649 5.637134 7.128727  -0.634
N10 -5.893917 5.356699 5.230668  -0.391
N11 -4.423544 7.124473 5.434986  -0.412
H36 -6.150151 5.648512 4.307058  0.169
H37 -6.320405 4.536399 5.619989  0.218
H38 -3.751251 7.631681 5.979278  0.213
H39 -4.652317 7.450657 4.515471  0.165
C26 -1.182370 -5.561796 6.062056  0.412
O10 -1.465481 -5.464369 4.881990  -0.555
N12 -1.302510 -6.733385 6.756269  -0.338
N13 -0.716414 -4.503777 6.793756  -0.351
H40 -1.074865 -6.830502 7.726847  0.198
H41 -1.636388 -7.534273 6.253845  0.174
H42 -0.614185 -3.625336 6.317066  0.176
H43 -0.480781 -4.558335 7.766395  0.214
C27 5.326061 8.538624 -2.979907  0.576
O11 6.178902 9.274424 -3.443400  -0.636
N14 4.069525 8.976138 -2.663491  -0.356
N15 5.560040 7.212438 -2.737223  -0.218
H44 3.355105 8.386909 -2.280453  0.167
H45 3.867425 9.943983 -2.828449  0.208
H46 6.470735 6.860821 -2.955301  0.107
H47 4.877372 6.584510 -2.355717  0.136
C28 2.793210 -6.869436 6.247554  0.536
O12 2.618039 -6.600044 5.076347  -0.611
N16 1.917977 -6.481452 7.229105  -0.353
N17 3.877842 -7.583288 6.685040  -0.400
H48 2.042970 -6.693529 8.200296  0.156
H49 1.113243 -5.954782 6.940068  0.322
H50 4.537039 -7.882295 5.991506  0.234
H51 4.040704 -7.815251 7.645623  0.150
C29 -4.638215 -6.982968 1.890619  0.513
O13 -5.299851 -7.818688 1.299680  -0.668
N18 -4.587020 -5.673193 1.498036  -0.298
N19 -3.887683 -7.280759 2.993290  -0.294
H52 -4.040498 -4.974201 1.965888  0.211
H53 -5.123123 -5.416809 0.691288  0.178
H54 -3.893303 -8.232362 3.306480  0.174
H55 -3.337880 -6.603271 3.491260  0.227

Forces on atoms 1 to 3 (eV/Å):
C -0.2811 -0.1831 -0.7556
C -0.1013 0.3719 0.3014
C -0.1096 -0.4567 0.0602

HOMO (eV): -8.7
Molecular weight (g mol⁻¹): 1247.7
Calculated total energy (eV): -258473.629
Lowest unoccupied orbital energy (Eh): -0.013
Frontier orbital gap (eV): 8.3

***

Entry 2:
# C29H55Cl2N2O2P2Si4Ta

C29H55Cl2N2O2P2Si4Ta as an isolated structure at a distorted geometry (ωB97M-V/def2-TZVPD, the Open Molecules 2025 dataset).

Each line ends with the Mulliken charge.
Positions of all 97 atoms, in Å:
Ta1 1.042697 -0.626888 0.111044  0.261
O1 -4.207074 0.839065 -1.876757  -0.059
C1 -5.390832 0.194893 -1.384238  -0.558
O2 -3.386841 2.896790 -0.307793  -0.067
C2 -3.619495 3.042361 1.044565  -0.923
H1 -5.738751 0.663613 -0.445315  0.154
H2 -5.104754 -0.834826 -1.157532  0.090
H3 -6.212028 0.204052 -2.122823  0.300
H4 -4.298550 3.868046 1.307116  0.448
H5 -2.648454 3.117556 1.557068  0.004
H6 -4.143272 2.010793 1.385344  0.329
C3 -4.451753 2.183587 -2.302406  -0.642
C4 -4.517982 3.166056 -1.139495  -0.571
H7 -5.392536 2.240352 -2.873216  0.374
H8 -3.591408 2.461527 -2.919519  0.218
H9 -5.484423 3.086305 -0.604992  0.395
H10 -4.389038 4.187059 -1.520608  0.314
Cl1 -0.660833 1.028887 0.466005  -0.204
Cl2 -5.147435 0.908692 1.844764  -0.717
N1 2.776228 0.139199 0.921513  0.750
P1 1.221184 0.770974 -2.046051  0.821
P2 0.278565 -1.262871 2.518484  0.734
C5 1.715104 -0.898604 3.553276  -1.042
C6 -0.014825 -3.026276 2.222303  -1.241
C7 3.040025 0.868983 -2.068135  -1.284
C8 0.609965 -0.425946 -3.256249  -1.188
Si1 -0.163234 -2.021214 -2.502771  0.285
H11 1.453975 -0.670031 -3.927945  0.581
H12 -0.161392 0.090418 -3.858303  0.538
C9 0.804536 -3.446859 -3.255278  -1.358
C10 -1.940637 -2.160116 -3.044634  -0.930
Si2 -0.542359 -3.359398 0.391118  -0.001
H13 -0.814877 -3.377655 2.894443  0.912
H14 0.889320 -3.604146 2.476005  0.486
C11 -2.395370 -3.539848 0.288196  -1.359
C12 0.263213 -4.992983 -0.046740  -1.229
Si3 3.249456 -0.461913 2.482595  0.070
H15 1.918357 -1.756892 4.214764  0.579
H16 1.501699 -0.026644 4.199582  0.560
C13 4.262659 -2.043475 2.438738  -1.072
C14 4.280588 0.810880 3.388998  -1.079
Si4 3.756991 0.983852 -0.290031  -0.244
H17 3.292018 1.796588 -2.606243  0.737
H18 3.469180 0.025292 -2.635543  0.509
C15 -1.169804 -0.599252 3.434003  0.942
C16 -2.389972 -1.298360 3.494098  -0.118
H19 -2.531064 -2.225800 2.931190  -0.158
C17 -3.437413 -0.807629 4.267418  -0.821
H20 -4.378480 -1.360640 4.312607  0.364
C18 -3.311755 0.402259 4.955062  -0.416
H21 -4.139755 0.775274 5.561623  0.360
C19 -2.126984 1.144644 4.835354  -0.858
H22 -2.040387 2.106786 5.341963  0.370
C20 -1.066546 0.648990 4.081341  -0.586
H23 -0.141110 1.227522 4.002180  0.194
C21 0.681054 2.434551 -2.560906  0.903
C22 0.484346 3.436440 -1.592455  -0.120
H24 0.423485 3.173055 -0.534820  0.376
C23 0.374786 4.767351 -1.975074  -1.008
H25 0.212011 5.526209 -1.209233  0.438
C24 0.469048 5.130264 -3.324104  -0.492
H26 0.415856 6.179001 -3.613309  0.399
C25 0.597361 4.131660 -4.297694  -0.685
H27 0.630665 4.398603 -5.352346  0.406
C26 0.675352 2.789092 -3.927721  -0.895
H28 0.748800 2.015952 -4.687807  0.383
H29 3.765478 1.777456 3.463361  0.288
H30 5.243660 0.964226 2.882333  0.272
H31 4.486201 0.450394 4.409503  0.395
H32 3.682271 -2.920970 2.121051  0.278
H33 4.635030 -2.249390 3.455950  0.422
H34 5.134006 -1.939057 1.780482  0.323
C27 3.843013 2.782080 0.173438  -1.033
C28 5.511489 0.326726 -0.442868  -1.063
H35 2.862866 3.169951 0.472369  0.229
H36 4.200367 3.374708 -0.680466  0.394
H37 4.544270 2.918697 1.004802  0.329
H38 5.539861 -0.682439 -0.871164  0.332
H39 6.033923 0.321389 0.517883  0.283
H40 6.079043 0.980367 -1.124005  0.402
H41 -2.380133 -1.171009 -3.229746  0.227
H42 -2.556010 -2.659121 -2.289915  0.102
H43 -1.994590 -2.750373 -3.968177  0.358
H44 1.673516 -3.755574 -2.669496  0.334
H45 1.150972 -3.146016 -4.252132  0.495
H46 0.134848 -4.307694 -3.366619  0.341
H47 -2.753258 -4.262399 1.030255  0.420
H48 -2.675728 -3.915819 -0.704368  0.426
H49 -2.905776 -2.584773 0.455242  0.334
H50 1.349524 -4.957604 -0.172526  0.381
H51 -0.179806 -5.388149 -0.966601  0.311
H52 0.050876 -5.700533 0.765162  0.443
N2 -0.109808 -2.078990 -0.735416  0.822
C29 2.632049 -2.188587 -0.588457  -0.776
H53 2.723839 -2.187414 -1.685214  0.328
H54 2.256222 -3.180346 -0.293089  -0.104
H55 3.634681 -2.084945 -0.146245  0.046

Forces on atoms 1 to 3 (eV/Å):
Ta 0.2879 -0.6933 -0.4914
O -0.7617 0.2628 -0.5632
C 0.1340 0.4135 0.3054

HOMO (eV): -4.8
Molecular weight (g mol⁻¹): 889.9
Calculated total energy (eV): -114729.903
Lowest unoccupied orbital energy (Eh): -0.053
Frontier orbital gap (eV): 3.4

***

Entry 3:
# C29H55ClN2O2Si4TeTl

C29H55ClN2O2Si4TeTl as an isolated structure at a distorted geometry (ωB97M-V/def2-TZVPD, the Open Molecules 2025 dataset).

Each line ends with the Mulliken charge.
Positions of all 95 atoms, in Å:
Tl1 1.039777 1.690578 -1.024398  0.231
Cl1 2.586751 0.455692 -2.633545  -0.647
N1 -1.805325 1.378317 -2.436189  -0.108
N2 1.004581 2.831402 1.434524  -0.048
C1 -1.347396 1.666751 -3.617965  0.670
C2 1.448128 4.052023 1.311030  0.882
C3 -2.969927 0.471317 -2.613345  1.951
C4 -2.862058 0.077238 -4.087278  -0.814
C5 -4.274887 1.213033 -2.369692  -1.825
C6 -2.869547 -0.717574 -1.681937  -1.698
H1 -4.385745 2.043640 -3.078458  0.424
H2 -4.321294 1.602326 -1.347177  0.319
H3 -5.107854 0.517938 -2.519671  0.384
H4 -1.919791 -1.247309 -1.828397  0.186
H5 -3.696625 -1.407523 -1.891097  0.408
H6 -2.943142 -0.406008 -0.633873  0.283
C7 0.677129 2.593513 2.864852  1.536
C8 1.148186 3.887878 3.527770  -0.757
C9 1.454522 1.403164 3.390428  -1.145
C10 -0.815794 2.382720 3.039648  -1.689
H7 -1.354665 3.285800 2.726434  0.445
H8 -1.025119 2.194901 4.099229  0.422
H9 -1.163423 1.523783 2.452303  0.136
H10 2.528123 1.563718 3.224319  0.478
H11 1.146388 0.475414 2.882712  -0.478
H12 1.266897 1.291256 4.466761  0.490
O1 1.502336 4.776102 2.433674  -0.410
H13 2.045861 3.745532 4.141744  0.295
H14 0.384450 4.394830 4.122088  0.348
O2 -1.906577 1.017317 -4.649500  -0.443
H15 -3.790935 0.176958 -4.657057  0.314
H16 -2.460820 -0.933084 -4.225701  0.337
C11 -0.248916 2.652415 -3.914081  -1.416
C12 1.911511 4.676118 0.034553  -1.800
C13 0.811451 4.786256 -0.988621  0.762
H17 2.705975 4.018290 -0.363869  0.311
H18 2.348139 5.652353 0.271867  0.446
C14 0.488047 3.701175 -1.776281  -0.343
C15 -0.233192 3.802642 -2.944007  0.608
H19 1.827240 -0.822474 -0.093075  -0.060
C16 -0.937356 5.002817 -3.185117  0.825
C17 -0.784958 6.056747 -2.279578  -1.430
C18 -1.812801 5.140571 -4.388225  -1.491
C19 0.093412 5.981620 -1.195465  1.024
H20 -1.357943 6.977909 -2.427235  0.195
C20 0.301586 7.151622 -0.284132  -1.595
H21 -0.437110 7.929529 -0.495501  0.402
H22 1.297499 7.594937 -0.420815  0.319
H23 0.211234 6.865261 0.770564  0.220
H24 -1.249178 4.963950 -5.312021  0.300
H25 -2.240662 6.147047 -4.440244  0.422
H26 -2.648106 4.428860 -4.369341  0.155
H27 -0.375078 2.983333 -4.950279  0.369
H28 0.696478 2.088411 -3.838791  0.271
C21 -2.529850 -2.852551 2.133894  -0.870
Si1 -1.441084 -4.103238 1.231245  0.680
C22 -1.369357 -5.662060 2.283670  -1.115
C23 -2.115095 -4.482103 -0.483946  -0.747
Si2 0.707587 -3.235482 0.965579  -0.404
Te1 0.289354 -0.727380 0.604985  -0.160
Si3 1.904740 -3.258142 2.971617  0.746
C24 2.453835 -5.022400 3.327440  -1.191
C25 3.393596 -2.112662 2.867749  -0.850
C26 0.754039 -2.707586 4.362764  -0.964
Si4 1.914353 -3.867866 -0.960522  0.624
C27 1.915639 -5.749736 -0.847638  -1.071
C28 1.094476 -3.233104 -2.542289  -0.723
C29 3.637318 -3.103834 -0.938911  -0.918
H29 -3.520381 -3.307488 2.293402  0.380
H30 -2.673574 -1.925065 1.562759  0.132
H31 -2.124997 -2.578429 3.118300  0.224
H32 -2.396654 -6.036440 2.416314  0.372
H33 -0.779169 -6.453601 1.801648  0.279
H34 -0.946941 -5.479010 3.281637  0.250
H35 -2.448885 -3.575602 -1.009669  0.056
H36 -1.382320 -4.993114 -1.124253  0.181
H37 -2.986318 -5.146070 -0.374309  0.377
H38 3.199358 -5.372023 2.599814  0.252
H39 2.918727 -5.038123 4.325257  0.389
H40 1.613344 -5.730120 3.329258  0.264
H41 3.166187 -1.118535 3.278848  0.141
H42 4.200544 -2.547478 3.477427  0.433
H43 3.777160 -1.975869 1.849050  0.189
H44 0.524385 -1.633332 4.316736  0.147
H45 -0.196340 -3.259982 4.370085  0.201
H46 1.267078 -2.902968 5.317385  0.391
H47 0.899648 -6.166078 -0.783785  0.257
H48 2.392898 -6.149079 -1.757426  0.399
H49 2.483755 -6.108444 0.022515  0.263
H50 1.327143 -2.163948 -2.690819  0.055
H51 1.505993 -3.782270 -3.406981  0.407
H52 0.002318 -3.368727 -2.545311  0.186
H53 3.602073 -2.079166 -1.343592  0.158
H54 4.087256 -3.079791 0.062384  0.201
H55 4.298684 -3.692135 -1.594855  0.406

Forces on atoms 1 to 3 (eV/Å):
Tl -1.0067 -0.5656 0.7577
Cl 0.9858 -0.5473 -1.0292
N 0.1708 0.7012 -1.4097

HOMO (eV): -2.1
Charge: -1
Molecular weight (g mol⁻¹): 943.6
Energy relative to the best compared isomer or geometry (same formula, charge and spin) (kcal/mol): 8.6
Calculated total energy (eV): -94064.528
Lowest unoccupied orbital energy (Eh): 0.088
Frontier orbital gap (eV): 4.5